A cluster of 8 separate species, C23H49N3O16 in total at a distorted geometry. Source: OMol25; level of theory: ωB97M-V/def2-TZVPD.

Each line ends with the Löwdin charge.
CARTESIAN COORDINATES (ANGSTROEM)
C 8.17 0.45 30.49  0.03
N 7.93 -0.29 31.73  -0.45
O 8.15 0.24 32.80  0.07
O 7.65 -1.50 31.60  0.03
H 9.23 0.28 30.29  0.11
H 7.92 1.49 30.68  0.10
H 7.47 -0.05 29.81  0.10
C 11.31 6.08 21.54  0.05
N 11.73 5.46 22.86  -0.40
O 11.53 6.16 23.88  0.02
O 12.41 4.43 22.78  0.05
H 11.39 5.40 20.70  0.10
H 12.07 6.86 21.51  0.10
H 10.34 6.55 21.69  0.10
C 8.46 6.05 30.61  0.02
N 9.77 6.36 31.18  -0.43
O 10.58 6.96 30.49  0.06
O 9.98 5.91 32.32  0.05
H 8.56 5.99 29.53  0.08
H 7.84 6.91 30.90  0.11
H 8.00 5.14 30.99  0.10
C 11.83 0.77 25.43  -0.04
C 11.11 -0.22 26.43  -0.16
O 10.07 -0.94 25.72  -0.06
C 8.78 -0.46 25.50  -0.45
C 7.85 -1.56 24.99  0.02
O 8.38 0.69 25.70  0.05
H 12.12 0.41 24.45  0.08
H 12.72 1.17 25.92  0.06
H 11.22 1.67 25.36  0.05
H 11.70 -1.10 26.64  0.12
H 10.68 0.17 27.35  0.12
H 6.95 -1.41 25.59  0.08
H 8.22 -2.57 25.12  0.08
H 7.62 -1.37 23.94  0.09
C 3.93 3.99 19.54  -0.06
C 5.33 3.28 19.50  -0.14
O 5.44 2.75 20.89  -0.02
C 6.30 3.33 21.71  -0.53
C 6.29 2.73 23.09  0.02
O 6.87 4.39 21.44  0.05
H 3.60 4.50 18.63  0.07
H 3.89 4.79 20.28  0.08
H 3.18 3.22 19.71  0.07
H 5.43 2.48 18.77  0.12
H 6.11 4.03 19.32  0.10
H 6.52 3.54 23.79  0.08
H 7.10 2.09 23.44  0.08
H 5.38 2.19 23.35  0.08
C 16.16 3.50 26.47  -0.06
C 15.08 4.31 25.69  -0.20
O 14.21 5.02 26.50  0.02
C 14.50 6.08 27.07  -0.58
C 13.17 6.62 27.61  0.04
O 15.60 6.62 27.20  0.08
H 16.90 4.14 26.94  0.07
H 16.68 2.87 25.74  0.07
H 15.92 2.90 27.34  0.07
H 15.63 4.85 24.92  0.13
H 14.46 3.61 25.13  0.11
H 13.34 7.55 28.16  0.09
H 12.76 5.90 28.32  0.06
H 12.37 6.84 26.91  0.08
C 5.09 2.18 26.58  -0.07
C 4.26 0.89 26.32  -0.19
O 2.89 1.13 25.95  -0.01
C 1.96 1.66 26.75  -0.49
C 0.56 1.48 26.28  0.02
O 2.32 2.36 27.74  0.04
H 4.91 2.98 25.86  0.07
H 6.15 1.93 26.53  0.05
H 4.86 2.61 27.56  0.06
H 4.82 0.42 25.51  0.10
H 4.44 0.19 27.14  0.12
H -0.08 2.21 26.77  0.10
H 0.27 0.48 26.61  0.09
H 0.52 1.36 25.20  0.09
C 9.56 4.36 25.46  -0.04
C 9.41 4.06 26.98  -0.18
O 10.72 3.78 27.49  -0.06
C 10.89 3.43 28.81  -0.48
C 12.33 3.18 29.18  0.03
O 9.98 3.15 29.58  0.07
H 8.91 3.70 24.88  0.06
H 10.59 4.09 25.22  0.06
H 9.39 5.40 25.18  0.07
H 9.27 4.99 27.52  0.11
H 8.69 3.26 27.15  0.11
H 12.78 3.11 28.19  0.07
H 12.48 2.21 29.64  0.09
H 12.84 3.97 29.74  0.09

The value obtained for the orbital gap is 9.70 eV. As for the structure (SMILES): C[N+](=O)[O-].C[N+](=O)[O-].C[N+](=O)[O-].CCOC(C)=O.CCOC(C)=O.CCOC(C)=O.CCOC(C)=O.CCOC(C)=O. The relative energy (zero: lowest compared OMol25 entry of this formula, charge and spin) comes out at 2.562 eV. The calculation puts the highest occupied orbital energy at -9.99 eV.


A cluster of 2 separate species, C2H8N3O in total at a distorted geometry. Source: OMol25; level of theory: ωB97M-V/def2-TZVPD.

Each line ends with the natural charge from an NBO analysis.
CARTESIAN COORDINATES (ANGSTROEM)
C -2.18 -1.01 -1.22  -0.24
O -1.81 0.34 -1.37  -0.78
H -1.33 -1.62 -1.55  0.17
H -2.34 -1.31 -0.17  0.15
H -3.07 -1.22 -1.81  0.14
N 2.22 0.41 1.49  -0.91
C 1.08 0.59 0.59  0.57
N 0.62 -0.49 -0.04  -0.97
N 0.63 1.81 0.44  -0.98
H 2.69 1.30 1.58  0.36
H 2.83 -0.32 1.19  0.35
H 0.96 -1.27 0.52  0.31
H -0.93 0.41 -0.92  0.52
H 0.64 2.37 1.27  0.32

The value obtained for the orbital gap is 7.13 eV. The relative energy (zero: lowest compared OMol25 entry of this formula, charge and spin) comes out at 0.696 eV. The calculation puts the highest occupied orbital energy at -2.78 eV. As for the total charge: -1.


A structure of composition C24H25AsCl2N4O2PS4Tc. Source: OMol25; level of theory: ωB97M-V/def2-TZVPD.

Each line ends with the natural charge from an NBO analysis.
CARTESIAN COORDINATES (ANGSTROEM)
Tc 1.06 -0.26 -0.40  0.30
Cl 0.13 -5.10 -5.15  0.13
C 0.41 -4.31 -3.67  -0.03
C 0.37 -2.95 -3.61  -0.27
C 0.67 -2.31 -2.39  0.22
N 0.60 -0.98 -2.20  -0.40
C -0.51 -0.24 -2.73  0.68
O -0.48 0.48 -3.67  -0.46
C -1.66 -0.52 -1.80  0.07
C -2.95 -0.70 -2.24  -0.19
C -3.88 -1.21 -1.34  -0.12
C -3.46 -1.53 -0.06  -0.21
C -2.15 -1.27 0.30  0.07
N -1.26 -0.75 -0.54  -0.44
C 0.90 -3.07 -1.19  0.22
C 0.91 -4.47 -1.27  -0.26
C 0.69 -5.07 -2.49  0.00
Cl 0.76 -6.77 -2.58  0.15
N 0.96 -2.29 -0.09  -0.50
C 0.87 -2.79 1.20  0.64
O 0.60 -3.93 1.51  -0.51
C 1.20 -1.74 2.21  0.09
C 1.41 -2.09 3.53  -0.17
C 1.90 -1.13 4.40  -0.12
C 2.19 0.13 3.90  -0.21
C 1.93 0.41 2.57  0.06
N 1.40 -0.50 1.74  -0.42
H 0.19 -2.36 -4.50  0.26
H -3.21 -0.48 -3.27  0.27
H -4.90 -1.38 -1.65  0.26
H -4.14 -1.98 0.65  0.26
H -1.80 -1.49 1.31  0.22
H 1.08 -5.07 -0.40  0.29
H 1.22 -3.11 3.84  0.27
H 2.09 -1.37 5.44  0.26
H 2.63 0.90 4.53  0.26
H 2.18 1.36 2.15  0.22
S 3.76 2.28 -1.47  -0.16
As 4.47 0.19 -2.07  0.79
S 3.33 -0.80 -0.44  -0.33
S 1.88 1.54 -1.99  0.24
S 2.73 0.42 -3.54  -0.12
C 1.98 3.91 0.73  -0.63
C 0.71 3.29 1.29  -0.73
P -0.12 1.92 0.38  1.19
C -1.43 1.48 1.61  -0.72
C -1.85 2.55 2.62  -0.61
C -0.96 2.78 -1.00  -0.73
C -2.11 3.71 -0.61  -0.61
H 2.27 4.76 1.35  0.25
H 1.84 4.28 -0.29  0.22
H 2.81 3.20 0.73  0.22
H -0.08 4.04 1.33  0.25
H 0.85 2.97 2.32  0.24
H -1.06 0.61 2.15  0.23
H -2.29 1.16 1.03  0.24
H -1.05 2.82 3.30  0.22
H -2.67 2.14 3.22  0.24
H -2.22 3.46 2.14  0.22
H -1.31 2.03 -1.70  0.24
H -0.19 3.35 -1.53  0.26
H -2.93 3.17 -0.14  0.21
H -2.51 4.18 -1.52  0.25
H -1.79 4.52 0.05  0.22

The value obtained for the orbital gap (alpha / beta) is 5.15 / 5.15 eV. The calculation puts the highest occupied orbital energy (alpha / beta) at -13.53 / -13.54 eV. As for the total charge: +2.


An isolated molecule of C2HFN2O at a distorted geometry. Source: OMol25; level of theory: ωB97M-V/def2-TZVPD.

Each line ends with the natural charge from an NBO analysis.
CARTESIAN COORDINATES (ANGSTROEM)
F 1.12 0.92 -1.73  -0.28
C 0.61 0.15 -0.76  0.80
N 0.79 -1.01 -0.50  -0.31
N -0.03 -1.20 0.62  -0.29
C -0.80 -0.09 0.78  0.28
O -0.36 0.85 -0.03  -0.43
H -1.33 0.39 1.64  0.23

The value obtained for the orbital gap is 11.53 eV. As for the structure (SMILES): Fc1nnco1. The relative energy (zero: lowest compared OMol25 entry of this formula, charge and spin) comes out at 0.843 eV. The calculation puts the highest occupied orbital energy at -10.78 eV.


A structure of composition C33H39AsN6O3S2Si2Ti at a distorted geometry. Source: OMol25; level of theory: ωB97M-V/def2-TZVPD.

Each line ends with the Löwdin charge.
CARTESIAN COORDINATES (ANGSTROEM)
Ti 0.25 -1.03 -0.35  0.59
S 4.48 2.75 0.10  1.06
C 5.64 3.86 0.68  -0.39
C 5.48 4.13 2.01  -0.17
C 4.42 3.41 2.58  -0.10
C 3.76 2.61 1.69  -0.47
C 2.65 1.71 1.91  -0.18
C 1.99 1.14 0.82  -0.08
N 1.02 0.22 0.94  -0.01
C 0.68 -0.21 2.19  -0.15
C 1.26 0.36 3.35  -0.12
C 0.79 -0.09 4.63  0.00
C -0.18 -1.03 4.73  0.01
C -0.79 -1.60 3.58  -0.11
C -1.83 -2.53 3.64  0.06
C -2.39 -3.02 2.46  -0.18
C -1.88 -2.54 1.24  -0.06
N -0.92 -1.64 1.15  -0.03
C -0.34 -1.18 2.30  -0.15
C -3.53 -3.91 2.48  -0.48
C -4.07 -4.65 1.46  -0.11
C -5.25 -5.33 1.83  -0.17
C -5.59 -5.11 3.13  -0.39
S -4.49 -4.07 3.93  1.07
C 2.25 1.32 3.20  0.10
H 6.38 4.25 0.00  0.08
H 6.11 4.83 2.55  0.12
H 4.15 3.50 3.63  0.12
H 2.25 1.46 -0.18  0.09
H 1.23 0.35 5.52  0.13
H -0.53 -1.35 5.71  0.13
H -2.21 -2.85 4.60  0.11
H -2.31 -2.88 0.30  0.12
H -3.63 -4.73 0.47  0.12
H -5.82 -5.96 1.16  0.11
H -6.44 -5.50 3.68  0.07
H 2.70 1.77 4.08  0.13
N -0.77 -2.79 -1.97  -0.01
N -0.32 -3.95 -1.28  0.00
C 0.89 -3.84 -0.54  -0.67
O 1.58 -4.82 -0.38  0.10
O 1.09 -2.67 -0.07  -0.13
H -1.79 -2.81 -2.04  0.08
H -0.40 -2.77 -2.93  0.10
H -0.40 -4.84 -1.78  0.15
C -2.35 3.07 -3.08  -0.23
Si -0.83 2.35 -2.15  0.30
C -0.10 3.62 -0.91  -0.20
C 0.47 2.33 -3.57  -0.22
As -1.63 0.27 -1.22  0.72
Si -2.75 1.26 0.66  0.31
C -3.86 2.74 0.16  -0.23
C -1.64 1.92 2.09  -0.19
C -4.02 0.02 1.39  -0.20
H -2.12 4.04 -3.54  0.03
H -3.21 3.20 -2.42  -0.01
H -2.66 2.39 -3.87  0.03
H 0.23 4.52 -1.45  0.04
H 0.77 3.22 -0.38  0.00
H -0.84 3.93 -0.17  0.01
H 0.55 3.34 -3.98  0.04
H 0.18 1.68 -4.40  0.02
H 1.48 2.04 -3.25  0.02
H -3.29 3.64 -0.09  0.01
H -4.53 3.01 0.99  0.04
H -4.48 2.48 -0.69  0.02
H -2.11 2.78 2.57  0.04
H -0.65 2.24 1.75  0.01
H -1.50 1.16 2.87  0.01
H -5.01 0.21 0.97  0.03
H -4.10 0.12 2.48  0.04
H -3.76 -1.02 1.16  -0.01
N 4.19 -0.63 -6.20  0.19
C 4.46 -0.22 -4.94  -0.50
O 5.46 0.38 -4.63  0.09
C 3.39 -0.52 -3.93  -0.09
C 3.76 -0.64 -2.58  0.05
C 2.78 -0.78 -1.62  -0.09
N 1.47 -0.71 -1.91  -0.08
C 1.11 -0.61 -3.20  -0.17
C 2.03 -0.54 -4.23  0.00
H 4.89 -0.46 -6.91  0.13
H 3.43 -1.25 -6.42  0.11
H 4.81 -0.62 -2.31  0.14
H 3.05 -0.94 -0.58  0.12
H 0.05 -0.52 -3.40  0.08
H 1.68 -0.44 -5.25  0.13

The value obtained for the orbital gap (alpha / beta) is 6.07 / 6.04 eV. The relative energy (zero: lowest compared OMol25 entry of this formula, charge and spin) comes out at 0.000 eV. As for the spin multiplicity: 2. The calculation puts the highest occupied orbital energy (alpha / beta) at -10.01 / -9.99 eV. As for the total charge: +1.


A cluster of 9 separate species, C45H44Cl32I2N2O2S2 in total at a distorted geometry. Source: OMol25; level of theory: ωB97M-V/def2-TZVPD.

Each line ends with the Löwdin charge.
CARTESIAN COORDINATES (ANGSTROEM)
C 2.30 -5.44 -1.04  -0.15
C 3.54 -5.20 -1.91  -0.27
C 4.67 -4.45 -1.19  -0.22
C 4.27 -3.04 -0.75  -0.20
C 5.05 -2.54 0.48  -0.22
C 4.23 -1.59 1.36  -0.23
C 4.11 -0.23 0.64  -0.18
C 4.00 0.97 1.62  -0.20
C 2.68 1.74 1.55  -0.16
C 2.73 3.03 0.70  -0.14
C 2.46 2.65 -0.73  -0.14
C 1.17 2.64 -1.26  0.04
C 0.89 2.25 -2.56  -0.16
C -0.57 2.27 -2.97  -0.13
C -1.34 1.00 -2.56  -0.22
C -2.44 1.31 -1.53  -0.50
S -3.80 0.14 -1.62  0.96
C -5.23 1.07 -1.17  -1.04
S -5.21 2.70 -1.24  0.69
N -6.42 0.41 -0.77  -0.11
C -7.36 0.27 -1.87  -0.23
C -7.16 -0.49 -3.01  -0.02
C -8.16 -0.55 -3.97  -0.07
C -9.36 0.13 -3.82  -0.08
C -9.58 0.87 -2.66  -0.07
C -8.57 0.93 -1.71  -0.07
C -6.22 -0.81 0.01  -0.25
C -5.75 -2.02 -0.48  -0.06
C -5.62 -3.11 0.38  -0.07
C -5.98 -3.02 1.72  -0.08
C -6.47 -1.81 2.20  -0.08
C -6.57 -0.72 1.35  -0.01
C 1.91 1.85 -3.43  -0.27
C 1.60 1.38 -4.83  -0.65
I 2.48 -0.56 -5.21  0.95
C 1.81 2.44 -5.98  -0.75
C 2.71 2.00 -7.14  -0.26
I 2.52 4.35 -5.30  0.93
C 3.20 1.90 -2.92  -0.10
C 3.47 2.29 -1.61  -0.03
C 4.96 2.22 -1.44  -0.39
O 5.71 2.81 -0.73  0.14
N 5.32 1.25 -2.41  0.18
C 4.55 1.57 -3.54  -0.44
O 4.94 1.63 -4.66  0.08
H 1.73 -4.51 -1.01  0.07
H 2.55 -5.72 -0.03  0.01
H 1.64 -6.17 -1.51  0.05
H 3.94 -6.18 -2.19  0.06
H 3.26 -4.71 -2.85  0.11
H 5.51 -4.40 -1.88  0.11
H 5.00 -5.06 -0.35  0.10
H 3.20 -2.97 -0.56  0.10
H 4.47 -2.38 -1.60  0.11
H 5.42 -3.37 1.08  0.08
H 5.95 -2.04 0.11  0.11
H 3.25 -2.02 1.57  0.03
H 4.77 -1.44 2.30  0.06
H 3.25 -0.26 -0.03  0.11
H 5.03 -0.13 0.06  0.09
H 4.25 0.63 2.63  0.06
H 4.79 1.67 1.34  0.05
H 2.30 1.95 2.56  0.10
H 1.94 1.08 1.09  0.11
H 3.70 3.52 0.80  0.11
H 1.93 3.67 1.05  0.08
H 0.34 2.95 -0.63  0.12
H -1.02 3.12 -2.45  0.11
H -0.66 2.50 -4.03  0.11
H -0.67 0.24 -2.16  0.12
H -1.85 0.63 -3.45  0.10
H -2.76 2.34 -1.63  0.01
H -2.00 1.22 -0.54  0.08
H -6.22 -1.02 -3.13  0.09
H -7.99 -1.13 -4.87  0.10
H -10.13 0.08 -4.57  0.10
H -10.51 1.39 -2.51  0.10
H -8.75 1.51 -0.80  -0.03
H -5.46 -2.13 -1.51  0.08
H -5.23 -4.05 0.02  0.10
H -5.91 -3.86 2.38  0.10
H -6.75 -1.68 3.24  0.10
H -6.97 0.21 1.74  0.12
H 0.54 1.16 -4.85  0.04
H 0.84 2.62 -6.43  0.07
H 2.78 2.86 -7.81  0.05
H 2.24 1.20 -7.71  0.06
H 3.72 1.76 -6.82  0.04
H 6.33 1.18 -2.55  0.16
Cl 6.55 2.61 3.36  0.57
C 6.43 2.06 5.03  -2.03
Cl 7.43 0.61 5.24  0.52
Cl 6.99 3.32 6.13  0.54
Cl 4.74 1.67 5.39  0.49
Cl 1.20 -3.00 2.65  0.56
C 1.69 -4.64 3.08  -2.02
Cl 1.57 -4.85 4.83  0.52
Cl 0.64 -5.81 2.27  0.54
Cl 3.37 -4.91 2.58  0.57
Cl 2.68 -2.01 7.35  0.50
C 4.26 -2.32 6.64  -2.03
Cl 4.74 -4.00 6.94  0.53
Cl 4.19 -2.04 4.90  0.52
Cl 5.45 -1.24 7.36  0.51
Cl -12.08 3.98 1.52  0.53
C -11.72 2.26 1.37  -2.02
Cl -11.55 1.54 2.97  0.53
Cl -13.04 1.46 0.50  0.53
Cl -10.22 2.04 0.45  0.62
Cl -2.46 8.04 -0.21  0.53
C -3.15 6.45 0.12  -2.05
Cl -3.92 5.82 -1.33  0.50
Cl -1.86 5.35 0.64  0.49
Cl -4.35 6.59 1.41  0.53
Cl 1.02 -8.95 -0.46  0.53
C 2.53 -9.44 -1.22  -2.04
Cl 2.85 -11.14 -0.85  0.53
Cl 2.41 -9.23 -2.97  0.53
Cl 3.86 -8.44 -0.61  0.56
Cl -0.88 0.69 8.09  0.52
C 0.66 1.37 8.65  -2.06
Cl 1.49 0.18 9.66  0.51
Cl 1.67 1.77 7.26  0.50
Cl 0.35 2.83 9.60  0.53
Cl 0.12 6.40 3.57  0.51
C 1.85 6.53 3.24  -2.05
Cl 2.66 5.04 3.75  0.53
Cl 2.09 6.76 1.50  0.53
Cl 2.52 7.90 4.12  0.53

The value obtained for the orbital gap is 8.35 eV. As for the structure (SMILES): CCCCCCCCCCc1cc(CCCSC(=S)N(c2ccccc2)c2ccccc2)c([C@H](I)[C@H](C)I)c2c1C(=O)NC2=O.ClC(Cl)(Cl)Cl.ClC(Cl)(Cl)Cl.ClC(Cl)(Cl)Cl.ClC(Cl)(Cl)Cl.ClC(Cl)(Cl)Cl.ClC(Cl)(Cl)Cl.ClC(Cl)(Cl)Cl.ClC(Cl)(Cl)Cl. The calculation puts the highest occupied orbital energy at -8.57 eV.